{
  "formula": "C7H14N3OW",
  "method": "wB97M-V/def2-TZVPD",
  "orbital_gap_ev": [7.2, 6.0],
  "multiplicity": 3,
  "total_charge": 1,
  "lumo_energy_ev": [-3.89, -3.89],
  "elements": ["C", "W", "N", "H", "H", "H", "H", "H", "H", "H", "H", "N", "C", "O", "C", "C", "C", "C", "N", "C", "H", "H", "H", "H", "H", "H"],
  "xyz": [[-1.21056, -2.06171, -3.09540], [-1.83151, -0.08473, -1.56390], [-2.61978, 1.75363, -0.47033], [-3.48342, -0.40934, -1.39734], [-2.86695, 1.64746, 0.52489], [-1.71206, -1.04585, -3.13791], [-1.84601, -2.81572, -3.59864], [-0.94697, -2.49802, -2.12433], [-0.24827, -2.08862, -3.64507], [-2.05257, 2.61375, -0.44431], [-3.50397, 2.11393, -0.85039], [3.21118, 1.77754, 2.52577], [2.26599, 1.85015, 1.54140], [2.02456, 2.90755, 0.96093], [1.53531, 0.59255, 1.20064], [1.79189, -0.68363, 1.73112], [0.98205, -1.75369, 1.33478], [-0.07083, -1.55678, 0.43189], [-0.30552, -0.31592, -0.11478], [0.49197, 0.73966, 0.27544], [3.68246, 2.63673, 2.76868], [3.44204, 0.95480, 3.06059], [2.60346, -0.84052, 2.44725], [1.14559, -2.76289, 1.72518], [-0.73834, -2.36591, 0.10821], [0.26029, 1.69560, -0.19438]],
  "forces_ev_per_a": [[1.2, -1.5, -0.1], [-0.8, 1.8, 0.8], [-0.2, 1.0, 0.5], [-0.2, -0.4, 0.1], [0.2, -0.5, -0.4], [0.2, -0.7, -1.1], [-0.1, 0.9, 0.3], [-0.3, 0.2, 0.1], [-0.6, 0.6, 0.2], [0.2, -0.5, -0.2], [0.2, -0.5, -0.3], [-0.3, 0.0, -0.3], [0.8, 1.3, 0.3], [0.0, -1.2, 0.5], [-0.7, -0.7, -0.5], [-0.3, 0.4, -0.3], [-0.6, -0.2, -0.3], [0.8, 1.0, 0.3], [1.1, -0.5, 0.7], [-0.6, -1.4, -0.2], [-0.1, -0.1, -0.1], [-0.2, 0.2, -0.2], [-0.4, 0.0, -0.3], [0.0, 0.5, -0.1], [0.4, 0.4, 0.3], [0.3, -0.2, 0.3]],
  "mulliken_charge": [-0.75, 0.75, -0.74, -0.19, 0.31, 0.18, 0.36, -0.02, 0.35, 0.33, 0.32, -0.32, 0.45, -0.61, 0.32, -0.25, -0.84, -0.39, -0.22, -0.08, 0.25, 0.15, 0.30, 0.38, 0.51, 0.47]
}

=====

{
  "formula": "C2H6N2",
  "method": "wB97M-V/def2-TZVPD",
  "orbital_gap_ev": 10.7,
  "lumo_energy_ev": 1.24,
  "elements": ["C", "C", "N", "N", "H", "H", "H", "H", "H", "H"],
  "xyz": [[0.21812, 0.49500, 0.16618], [-1.16053, 0.06572, -0.20153], [1.06486, -0.57370, 0.68962], [1.36928, -0.07191, -0.61185], [0.27717, 1.44982, 0.55771], [-1.11827, -1.06379, -0.35857], [-1.43485, 0.58126, -1.08725], [-1.99667, 0.20784, 0.61607], [1.83562, -0.26936, 1.42003], [0.94526, -0.82088, -1.19041]],
  "forces_ev_per_a": [[0.9, -3.0, -0.3], [-1.2, -2.0, 1.8], [1.2, 0.4, 3.2], [-1.2, 0.5, -0.6], [0.8, 1.9, 0.5], [-0.2, 1.4, -0.1], [-0.6, 0.3, -0.9], [1.8, 0.1, -1.4], [-2.0, -0.3, -2.1], [0.4, 0.8, -0.1]],
  "mulliken_charge": [0.21, -1.06, -0.46, -0.46, 0.40, 0.27, 0.29, 0.27, 0.25, 0.29]
}

=====

Quick rundown of relative energy (zero: lowest compared OMol25 entry of this formula, charge and spin), same order as above: 0.000, 2.827 eV